25
Properties=species:S:1:pos:R:3 method="wB97M-V/def2-TZVPD" s_squared=12.02 relative_energy_kcal_mol=86.73 total_charge=+4 homo_ev="-19.558 / -23.409" total_energy_ev=-68007.6417 lumo_ev="-16.47 / -17.76" multiplicity=7
Al 0.04982 1.32271 -6.84335
Eu -0.53631 1.03836 -1.46364
Cl -0.13332 0.57420 -4.81036
Cl 1.47645 -0.50015 -1.74399
C -0.83461 -0.95103 0.46115
C -0.49721 1.71522 -8.84477
C 0.60109 -0.60128 -7.57753
O -0.82394 -1.85268 1.17471
O -0.64927 1.70359 -10.00563
O 0.76627 -1.74586 -7.74767
C 1.02975 2.68004 4.02931
N 0.85780 2.08425 2.70339
C 1.63800 0.89769 2.39627
C -0.03463 2.51889 1.81162
C -0.92951 3.65803 2.17961
O -0.13101 1.92105 0.69261
H 1.85700 2.15828 4.51922
H 0.13627 2.61409 4.66909
H 1.27721 3.74791 3.97380
H 1.00938 0.02245 2.17492
H 2.27212 1.06380 1.51992
H 2.27036 0.68645 3.26602
H -0.91736 4.38120 1.35486
H -1.95798 3.27947 2.26037
H -0.60118 4.11952 3.12959



20
Properties=species:S:1:pos:R:3 method="wB97M-V/def2-TZVPD" relative_energy_kcal_mol=0.00 total_charge=+1 homo_ev=-12.155 total_energy_ev=-13661.0658 lumo_ev=-3.97 smiles=[NH3+][C@@H]1B(O)Oc2ccccc21
N -1.53243 -1.89334 -0.30543
C -1.25319 -0.62244 0.46727
B -1.99410 0.77182 0.08957
O -3.27115 0.94189 -0.07052
O -0.92047 1.86159 -0.12218
C 0.24773 1.23371 0.05856
C 1.49231 1.87632 -0.10900
C 2.67327 1.14732 -0.07476
C 2.56574 -0.25870 0.00699
C 1.35584 -0.90879 0.21656
C 0.23423 -0.13408 0.27217
H -0.62288 -2.41588 -0.28402
H -1.66420 -1.74718 -1.38784
H -2.30038 -2.36843 0.23851
H -1.33930 -0.68693 1.54760
H -3.52264 1.74657 -0.52308
H 1.65802 2.88565 -0.11320
H 3.62800 1.46765 -0.38401
H 3.41951 -0.90292 0.08659
H 1.14609 -1.99384 0.39023



19
Properties=species:S:1:pos:R:3 method="wB97M-V/def2-TZVPD" total_charge=+2 homo_ev=-15.519 total_energy_ev=-10945.2828 lumo_ev=-9.46
B 3.13225 -0.76662 0.73954
C 2.50479 0.05764 -0.47044
O 1.31790 -0.61276 -0.98592
C 0.11082 -0.31220 -0.52475
C -0.77610 -1.37741 -0.23824
C -2.04812 -1.11544 0.19404
C -2.48284 0.19810 0.35130
C -1.62341 1.24250 0.04735
C -0.33545 1.00769 -0.38690
H 3.18997 -0.26502 1.81526
H 3.53696 -1.86740 0.57796
H 3.21240 0.06942 -1.30345
H 2.28235 1.09503 -0.22185
H -0.43874 -2.39934 -0.35928
H -2.71685 -1.93385 0.42873
H -3.48889 0.31668 0.73865
H -1.85653 2.29281 0.13083
H 0.32838 1.82763 -0.62482
Sr -3.84889 2.54254 0.09198